A 4-piece molecular cluster, C42H50BF3N4O11S overall at a distorted geometry. Source: OMol25; level of theory: the ωB97M-V functional and the def2-TZVPD basis.

The geometry in ORCA input format:
```
! wB97M-V def2-TZVPD RIJCOSX def2/J DEFGRID3
* xyz 0 1
S 1.0722 -1.3452 -3.2422
F -4.9649 -1.9292 1.6246
F -5.5791 0.2213 1.0927
F -7.1410 -1.4632 1.0013
O 3.4760 -3.7911 5.9542
O -2.0521 3.7052 7.8879
O 5.2608 -0.9525 1.3407
O 6.8220 0.5649 2.0054
O 2.0613 -3.1582 4.2871
O -3.9980 -2.7523 -7.2164
O 3.5466 -4.8670 4.0620
O 5.9080 -0.7170 3.5102
O -0.3888 -5.6890 -5.3377
O -1.7950 5.7290 8.6487
O -2.2853 5.4490 6.4435
N -3.7843 -5.0023 -6.1034
N -1.2229 -0.2503 -1.2459
N -2.8896 2.3958 -0.7641
N -0.3815 -3.1617 -5.6780
C -0.2455 -4.4532 -5.4298
C -1.2001 3.3311 1.1451
C -1.3080 -2.5374 -4.6996
C 0.4298 -0.7679 0.7340
C 1.9455 2.9568 -2.5186
C -4.0112 2.7270 0.0622
C -2.3268 2.8159 6.8075
C 1.6173 -0.0250 -7.6688
C 3.9616 -0.7241 -5.8658
C 2.9756 0.4317 -5.3933
C 5.9284 -0.4228 2.1975
C 2.6018 -1.1459 -8.1571
C -1.9117 -1.8715 0.5721
C -0.1794 0.2679 1.8515
C -2.4035 3.7251 2.1134
C -4.2476 -0.4828 -1.4367
C 0.6265 4.8652 -1.1197
C 1.0232 0.4270 -2.6248
C 2.0986 1.4717 -3.0588
C -3.3122 -1.1923 -2.5263
C -5.4036 -1.4434 -0.8324
C -1.7771 7.1392 8.4341
C 2.9378 -3.8663 4.7227
C 6.9494 0.9824 0.6475
C 4.9963 -1.7565 3.8615
C -1.6098 2.6796 -0.2030
C -1.7313 -1.0427 -2.4298
C 2.9208 -2.7639 6.7740
C -0.7525 -1.6876 -3.5110
C 3.3466 1.1489 -4.0094
C 1.7698 0.7809 -6.3251
C 3.0719 -5.0631 2.7303
C -0.2108 0.7497 -1.6681
C -0.3545 2.2452 -1.1416
C 3.7926 -1.5116 -7.2119
C -2.8655 -2.7049 -4.8227
C -3.8326 -2.0459 -3.7484
C -2.0665 5.0065 7.5470
C -0.6674 -1.2964 -0.3171
C -5.7692 -1.1489 0.7016
C 0.7272 3.3290 -1.5759
C -3.7977 3.3511 1.4682
B -3.5594 -3.5250 -6.0436
H -0.1074 3.5041 1.4775
H 0.7540 -1.6984 1.3548
H 1.8544 -2.9359 6.9383
H -5.0908 2.5355 -0.2987
H -4.6110 -5.2593 -5.5368
H 4.8684 -1.0337 -5.2114
H 1.2664 5.4880 -1.8626
H -2.7551 7.4902 8.0961
H -1.5489 7.6193 9.3868
H 5.0626 -1.9103 4.9395
H -4.9568 -2.2129 -3.8861
H 1.4029 -0.3737 0.2558
H 2.7031 3.7701 -2.8439
H 7.6937 1.7793 0.6113
H 3.0898 -1.7807 6.3279
H -5.0468 -2.5468 -0.8806
H -0.4700 5.1940 -1.3278
H 4.0323 0.4074 -3.4306
H -2.6638 -2.4018 -0.1197
H -2.4901 -1.0342 1.1062
H 0.7440 0.2283 -8.3769
H -4.0735 -5.2287 -7.0829
H -2.2895 1.7965 7.1941
H -3.6858 -0.0284 -0.5485
H -4.7351 -2.1431 -6.9488
H 4.0013 2.0960 -4.1646
H -4.7443 3.5614 2.0989
H 2.5064 -1.7120 -9.1545
H -1.5710 2.9157 6.0246
H -0.2194 -2.2122 -0.8501
H -3.3267 2.9954 6.4050
H 5.2660 -2.6908 3.3627
H -4.7951 0.3941 -1.9645
H 1.0509 1.6116 -5.9931
H 2.0115 -5.3264 2.7338
H -1.5190 -2.5708 1.4139
H -6.3651 -1.2705 -1.4527
H 3.4279 -2.7961 7.7395
H 6.0013 1.3782 0.2752
H -0.9995 7.4101 7.7160
H -2.2655 4.1822 3.1499
H 3.6315 -5.8921 2.2947
H 0.8850 5.0616 -0.0225
H 3.2472 -4.1713 2.1232
H 7.2966 0.1570 0.0213
H -1.2289 0.6415 1.5847
H 4.5826 -2.3151 -7.4821
H 0.5745 1.1390 2.0117
H 3.9709 -1.4688 3.6166
H -0.2065 -0.2815 2.8773
*
```

Values from the calculation:
Structure (SMILES) = CC[C@@H](C)N1c2c(CCC(F)(F)F)cc(B(N)O)c(N=C=O)c2Sc2c(Cc3ccccc3)cc(C)c(-c3ccccn3)c21.COC(=O)OC.COC(=O)OC.COC(=O)OC
Molecular weight = 886.8 Da
Energy = -92494.7181 eV